{"formula": "C25H44BCl2F2N2O5S", "method": "ωB97M-V with the def2-TZVPD basis set", "largest_force_ev_per_a": 3.19, "e_homo_ha": -0.116, "energy_ha": -3007.712186, "orbital_gap_ha": 0.1865, "charge": -1, "elements": ["C", "C", "C", "C", "C", "F", "O", "S", "O", "O", "C", "C", "N", "C", "B", "O", "O", "C", "N", "C", "Cl", "C", "C", "C", "C", "C", "F", "C", "C", "C", "C", "C", "C", "C", "C", "C", "C", "H", "H", "H", "H", "H", "H", "H", "H", "H", "H", "H", "H", "H", "H", "H", "H", "H", "H", "H", "H", "H", "H", "H", "H", "H", "H", "H", "H", "H", "H", "H", "H", "H", "H", "H", "H", "H", "H", "H", "H", "H", "H", "H", "H", "Cl"], "positions_angstrom": [[-3.1955, 1.0988, -3.4081], [-2.4358, 1.1431, -2.4869], [-1.4743, 1.0002, -1.3347], [-0.1735, 1.6817, -1.8927], [-0.0802, 1.8349, -3.4238], [1.2777, 2.2037, -3.6639], [-1.9592, 2.0552, -0.4500], [-3.2928, 1.7896, 0.4092], [-4.4985, 1.4822, -0.3032], [-3.4970, 2.9709, 1.1812], [-2.6511, 0.4094, 1.4291], [-1.3927, 0.9635, 2.1657], [-1.7768, 2.0329, 3.1341], [-1.0952, 3.2961, 2.8430], [-3.6868, 0.2778, 2.6673], [-3.3504, -0.2951, 3.8926], [-4.9635, 0.7330, 2.5569], [-2.3531, -0.8146, 0.4712], [-3.6213, -1.1360, -0.1875], [-2.0253, -2.0556, 1.3942], [-3.5534, -2.8217, 2.0929], [-1.2533, -3.2966, 0.8967], [-1.2654, -4.4930, 1.9074], [-1.3534, -0.4706, -0.7642], [-1.7453, -1.4260, -1.9700], [-0.7946, -1.5265, -3.1696], [-1.5067, -1.2381, -4.3534], [0.1178, -0.9764, -0.5608], [0.8952, -0.7645, 0.7556], [1.7940, 0.5042, 0.8086], [2.2367, 0.6261, 2.2984], [3.0081, 0.3512, -0.1752], [4.3976, 0.5006, 0.4634], [5.5375, 0.5532, -0.5537], [5.4345, 0.2316, -1.8897], [6.2115, -0.9447, -2.4522], [4.5808, 1.0615, -2.8520], [-3.7527, 1.3257, -4.2919], [0.7589, 1.3322, -1.4523], [-0.1656, 2.7403, -1.5969], [-0.6477, 2.6928, -3.7845], [-0.2384, 0.9316, -4.0095], [-0.6393, 1.3773, 1.4897], [-0.9562, 0.1873, 2.8083], [-1.5134, 1.7546, 4.0667], [-0.1182, 3.3795, 3.3470], [-1.0247, 3.4680, 1.7632], [-1.7560, 4.0949, 3.2106], [-2.7621, -1.0482, 3.7807], [-5.1557, 1.0935, 3.4504], [-4.4631, -0.8643, 0.2990], [-3.7143, -2.0921, -0.4955], [-1.5147, -1.7157, 2.3022], [-0.1800, -3.1223, 0.7983], [-1.6727, -3.7419, -0.0128], [-0.3363, -5.0636, 1.7453], [-1.2263, -4.1655, 2.9488], [-2.0648, -5.2048, 1.6989], [-1.7410, -2.4220, -1.5091], [-2.7575, -1.3267, -2.3517], [0.0980, -0.9001, -3.1916], [-0.4662, -2.5651, -3.3082], [0.8069, -0.5900, -1.3215], [0.1844, -2.0445, -0.7864], [0.3619, -0.9386, 1.6896], [1.6634, -1.5635, 0.7640], [1.2549, 1.4213, 0.5501], [2.8268, 1.5282, 2.4620], [1.3204, 0.6156, 2.8950], [2.8221, -0.2713, 2.5339], [2.9187, 1.1660, -0.9057], [2.9348, -0.5816, -0.7502], [4.4857, 1.4050, 1.0798], [4.5911, -0.4003, 1.0609], [6.4989, 0.9169, -0.1643], [6.8563, -0.6030, -3.2813], [6.8920, -1.3589, -1.6998], [5.5199, -1.7246, -2.7832], [4.3369, 2.0358, -2.4322], [3.6333, 0.5248, -3.0371], [5.1075, 1.1540, -3.8067], [-3.7583, 2.6947, 4.6146]]}


{"formula": "C25H44IN4OSSb2SiTl", "method": "ωB97M-V with the def2-TZVPD basis set", "largest_force_ev_per_a": 2.44, "e_homo_ha": [-0.100, -0.118], "energy_ha": -2911.496715, "orbital_gap_ha": [0.1806, 0.1977], "s2": 0.755, "spin_multiplicity": 2, "e_above_lowest_ev": 0.236, "charge": -1, "elements": ["Tl", "C", "Sb", "C", "C", "C", "C", "C", "C", "C", "C", "C", "Sb", "C", "C", "H", "H", "H", "H", "H", "H", "H", "H", "H", "H", "H", "H", "H", "H", "H", "H", "H", "H", "H", "H", "I", "C", "C", "N", "N", "C", "H", "H", "H", "C", "Si", "C", "C", "H", "H", "H", "H", "H", "H", "H", "H", "H", "C", "N", "C", "C", "C", "N", "C", "C", "O", "H", "H", "H", "H", "H", "H", "H", "H", "H", "H", "H", "H", "S", "C"], "positions_angstrom": [[-3.0523, 0.6173, -1.2826], [-0.9334, -1.3173, 1.8088], [-1.1000, 0.6092, 2.7575], [-1.8547, -0.1599, 4.6329], [0.9980, 0.6605, 3.4217], [1.6559, 1.9539, 3.0503], [1.5272, 3.0321, 3.9074], [2.0312, 4.3263, 3.6417], [2.7112, 4.5012, 2.4593], [2.9206, 3.3924, 1.6165], [2.4303, 2.1343, 1.8904], [2.7000, 0.9999, 0.9641], [1.4407, 1.0696, -0.8497], [2.8536, -0.3608, -1.6663], [2.4235, 2.7799, -1.6684], [-0.5134, -2.0597, 2.4931], [-0.1953, -1.2249, 1.0333], [-1.9623, -1.5769, 1.4579], [-1.0896, -0.4830, 5.3160], [-2.5010, -1.0573, 4.4090], [-2.4244, 0.6227, 5.1600], [1.4674, -0.2762, 3.0857], [1.0351, 0.5626, 4.5481], [0.9767, 2.8480, 4.7964], [1.9188, 5.1166, 4.3387], [3.0928, 5.4578, 2.2390], [3.5534, 3.5015, 0.7712], [2.6782, 0.0168, 1.4747], [3.6904, 1.0142, 0.5232], [3.8246, -0.1590, -1.1654], [3.0049, -0.3796, -2.7533], [2.5412, -1.3696, -1.3155], [3.4560, 2.7606, -1.4777], [1.9817, 3.6590, -1.2140], [2.3040, 2.7479, -2.7503], [-0.0508, 7.5993, 0.4319], [-0.8038, 5.7327, 0.0847], [-1.6077, 5.4254, -0.9831], [-1.7527, 4.0958, -0.9401], [-1.2032, 3.5583, 0.1890], [-0.5822, 4.5631, 0.7804], [-2.0045, 6.0082, -1.8215], [-2.3255, 3.4780, -1.4984], [0.0007, 4.3421, 1.6498], [-0.6080, -0.8838, -4.0808], [-2.0245, 0.4222, -3.7333], [-1.1641, 2.0829, -4.3131], [-3.3572, 0.3298, -5.1533], [-0.1602, -0.7039, -5.0623], [-0.9038, -1.9308, -4.0469], [0.2162, -0.6835, -3.3384], [-0.9134, 1.9140, -5.3945], [-0.2580, 2.3909, -3.8606], [-1.8666, 2.9186, -4.3001], [-2.8887, 0.3758, -6.1250], [-3.9810, 1.2462, -5.0936], [-4.0914, -0.4830, -5.0815], [-1.6973, -3.6980, -1.2590], [-0.9598, -4.2511, -0.1014], [-1.6526, -5.3843, 0.4950], [-0.9857, -5.9144, 1.7437], [0.5243, -5.9281, 1.4634], [0.9989, -4.6319, 1.0668], [2.4271, -4.4105, 0.9904], [0.3209, -3.9082, 0.0946], [0.8479, -2.9744, -0.4633], [-2.6344, -3.4192, -0.8816], [-1.8713, -4.4498, -2.0520], [-1.1586, -2.8525, -1.6412], [-1.6298, -6.2174, -0.2266], [-2.6860, -5.1325, 0.6848], [-1.2223, -6.9515, 1.9390], [-1.1386, -5.3374, 2.6746], [0.7520, -6.6974, 0.6864], [1.1610, -6.2085, 2.3327], [2.9039, -4.9832, 1.7449], [2.7468, -3.3442, 1.1222], [2.8929, -4.7834, 0.0895], [-5.3785, 2.7398, -2.2358], [-3.8218, 2.9798, -2.2302]]}


{"formula": "C25H44LuOP2", "method": "ωB97M-V with the def2-TZVPD basis set", "largest_force_ev_per_a": 8.77, "e_homo_ha": [-0.271, -0.271], "energy_ha": -2971.860586, "orbital_gap_ha": [0.1572, 0.1571], "e_above_lowest_ev": 7.501, "charge": 1, "elements": ["Lu", "C", "C", "C", "C", "C", "C", "H", "H", "H", "C", "H", "H", "H", "C", "H", "H", "H", "C", "H", "H", "H", "C", "H", "H", "H", "C", "C", "C", "C", "C", "C", "C", "C", "H", "H", "H", "H", "H", "H", "H", "H", "H", "H", "H", "H", "P", "C", "C", "P", "C", "C", "C", "H", "H", "H", "H", "H", "H", "H", "H", "H", "H", "H", "H", "H", "H", "C", "C", "O", "H", "H", "H"], "positions_angstrom": [[-0.1414, -0.8542, 0.1969], [1.0201, 2.9169, -0.9012], [0.0831, 2.9274, 0.1642], [2.1381, 2.3817, 1.0217], [2.2737, 2.5051, -0.3801], [0.7831, 2.6310, 1.3634], [0.7827, 3.3959, -2.2807], [-0.2879, 3.4956, -2.4896], [1.2314, 2.7236, -3.0227], [1.2231, 4.3917, -2.4562], [3.5282, 2.2965, -1.1231], [3.3521, 2.3834, -2.2048], [3.9467, 1.2949, -0.9129], [4.2929, 3.0466, -0.8550], [3.2558, 2.2273, 1.9652], [3.9852, 3.0455, 1.8321], [3.7854, 1.2562, 1.8188], [2.9028, 2.2754, 3.0010], [0.2524, 2.7406, 2.7369], [0.3222, 3.7853, 3.0870], [0.8086, 2.1198, 3.4487], [-0.8035, 2.4496, 2.7909], [-1.3375, 3.3248, 0.0768], [-1.4600, 4.4107, 0.2408], [-1.9482, 2.8101, 0.8333], [-1.7583, 3.0921, -0.9118], [-0.5922, -2.6629, -1.4881], [-1.7255, -2.1971, -2.4442], [-3.1750, -2.0342, -1.9693], [-3.4826, -1.7325, -0.4867], [-2.4753, -0.7968, 0.3084], [-1.7575, -1.5176, 1.5191], [-0.8792, -2.7904, 1.1485], [-1.1006, -3.4498, -0.2107], [-3.6601, -2.9934, -2.2301], [-3.5647, -2.6831, 0.0579], [-3.6856, -1.3157, -2.6337], [-2.1544, -3.7235, -0.3411], [-0.0723, -3.4997, -1.9995], [-1.7697, -2.9431, -3.2592], [-0.6224, -4.4445, -0.1900], [0.2347, -2.6344, 1.3149], [-2.5462, -1.8043, 2.2360], [-1.1595, -3.5023, 1.9218], [-4.4852, -1.2612, -0.4664], [-3.1024, 0.0078, 0.7363], [-0.6534, -0.9633, -3.2888], [0.4940, -1.2900, -4.5996], [-1.2274, 0.7124, -3.1527], [-0.7556, -0.7141, 3.2410], [0.2976, -1.4412, -1.8092], [-2.1816, -0.0400, 4.1405], [-0.2824, -2.2273, 4.1801], [1.5161, -1.3100, -4.1827], [0.4110, -0.4744, -5.3356], [0.2655, -2.2519, -5.0811], [-2.1342, 0.8056, -2.5318], [-1.4519, 1.0449, -4.1820], [-0.4432, 1.3678, -2.7422], [-0.8114, -3.1336, 3.8494], [-0.4353, -2.1005, 5.2634], [0.7951, -2.3971, 4.0221], [1.4009, -1.5353, -1.7234], [-1.9000, -0.1776, -0.4900], [-1.8395, 0.3947, 5.0893], [-2.9464, -0.8056, 4.3261], [-2.6090, 0.7715, 3.5357], [4.4479, -0.9380, 0.4439], [3.1330, -0.2726, 0.6671], [2.0639, -0.8953, 0.6325], [4.5497, -1.2842, -0.6042], [4.6302, -1.7777, 1.1451], [5.2114, -0.1620, 0.6237]]}